# C2H40O17

18 unconnected molecules or ions with the total composition C2H40O17 in a non-equilibrium geometry (ωB97M-V with the def2-TZVPD basis set, the Open Molecules 2025 dataset).

Atoms and positions in Å:
1 H 3.88313 -1.32781 -1.05222
2 O 3.16580 0.91771 2.19731
3 H -0.91140 -0.69525 -2.46446
4 H -1.15168 -2.08709 -0.46239
5 H -2.78118 -0.52227 2.50403
6 H 1.22727 -1.00441 -0.10989
7 H -3.28128 -1.20351 0.53920
8 H -0.95891 1.20420 -0.81734
9 O 0.06134 3.23205 -0.99518
10 H -1.27177 -4.55595 1.65627
11 H -3.17985 0.64769 1.67710
12 H 0.99576 2.83807 -1.05227
13 O -3.48134 -0.27076 1.93691
14 H -1.68037 1.91091 2.34787
15 H -4.32678 0.15027 -3.27315
16 H 0.16379 -1.93438 1.95457
17 O 1.41380 0.75316 -3.87543
18 O -3.64557 0.51512 -2.88781
19 H 3.95270 0.53549 2.56088
20 O 2.94345 -1.37473 0.83867
21 H -1.27438 -0.40112 -0.12580
22 H -0.28542 3.05912 -1.79036
23 O 0.70443 -2.67257 1.74146
24 H -0.14603 4.71254 1.56171
25 H -3.48702 0.22094 -2.02969
26 H 2.72317 1.25627 -2.79565
27 C -0.44870 0.39152 -0.23554
28 H 1.59579 0.87106 -4.76398
29 O -0.76764 -0.44862 2.52405
30 H 3.70046 -1.85501 0.60407
31 H -0.76148 -0.63373 3.50918
32 H -0.43047 4.75162 0.06203
33 O 3.57006 1.17164 -2.24881
34 O -2.36465 2.09103 1.83351
35 H 1.62006 0.85398 -0.55649
36 H -0.68013 -3.30030 -1.34920
37 O -3.00680 -1.68713 -0.31771
38 H -0.60787 0.90293 0.83478
39 H 2.40941 -2.03656 1.23823
40 H -2.01060 0.05983 -3.38534
41 H 0.48302 0.61375 -3.65506
42 O -1.12044 -0.25814 -3.31832
43 H 0.79112 -0.27738 -1.59128
44 H 3.99600 -2.75833 -1.55595
45 C 0.93986 0.03010 -0.60090
46 H 2.99944 0.37794 1.40301
47 H 3.23484 0.49182 -1.73720
48 O -2.00132 -3.94819 1.60286
49 H 1.59687 1.37953 3.23115
50 H 0.48980 -2.81371 0.80858
51 O 4.39577 -2.13445 -1.14582
52 O -0.30779 -2.60279 -0.83556
53 O 0.65658 1.60430 2.99597
54 O -0.50854 5.32265 0.89509
55 H -1.49536 -3.23378 1.95884
56 H -0.18538 0.41826 2.49099
57 H -3.58113 -2.46646 -0.31520
58 H 0.74110 2.21939 2.24973
59 H -2.31353 2.99952 1.58590

The calculation puts the HOMO-LUMO gap at 0.3947 hartree. As for the electronic energy: -1379.1652 Eh. Its net charge is 0. The calculation puts the LUMO energy at 0.0 eV. Its relative energy (zero: lowest compared OMol25 entry of this formula, charge and spin) is 123.36 kcal per mole.

Here are the Mulliken charges for atoms 1 to 5, given in e: 0.34 -0.72 0.34 0.12 0.28